115
Properties=species:S:1:pos:R:3:forces:R:3:mulliken_charge:R:1 method="wB97M-V/def2-TZVPD" total_charge=-1
C -0.900894 -4.808605 -5.296348 -0.319 0.294 0.541 -0.4768
C -1.955262 -3.851634 -4.524193 -2.077 -2.327 1.032 0.6202
O -2.818507 -4.463640 -3.835934 3.222 2.778 -2.268 -0.5593
O -1.927949 -2.422513 -4.662081 0.747 -3.106 1.415 -0.3338
C -2.261517 -1.931731 -3.308389 -4.420 1.345 1.354 0.4122
O -3.450569 -1.683145 -3.088231 4.873 -0.825 -0.884 -0.4576
C -1.037123 -1.840578 -2.278662 0.335 -1.672 -0.740 -0.2624
N -0.347316 -0.546666 -2.182275 -0.933 0.173 -0.127 0.5863
C 0.065272 0.034225 -3.475757 1.245 0.532 -1.473 -0.8057
C 1.695925 0.196273 -3.491010 -0.833 0.526 0.491 0.8524
O 2.270163 -0.851529 -4.339026 -0.379 1.239 -0.053 -0.5881
C 2.171527 1.648895 -3.968320 0.721 0.060 0.069 -0.5456
N 1.842553 1.972441 -5.398407 0.199 -0.438 0.549 -0.6499
C -0.905799 0.411413 -1.205219 -2.483 0.854 1.539 0.2806
S 0.031004 2.049760 -1.121410 0.233 -0.082 -0.260 -0.3699
C -0.846074 -0.127656 0.335683 1.350 -0.219 -0.728 -0.9564
C 0.664252 -0.630091 0.581168 0.250 -0.202 1.546 -0.1812
C 0.834678 -2.218566 0.748724 0.919 -0.527 -0.162 -0.3714
C 2.261722 -2.755695 0.177435 -0.308 1.064 1.091 -0.2942
N 2.319016 -4.241002 0.398184 0.112 0.282 -2.810 -0.2989
C 1.698214 -5.006626 -0.690683 -1.040 -3.929 0.543 0.3166
N 1.333019 -6.259540 -0.419657 0.473 3.053 -0.836 -0.8408
N 1.477253 -4.518326 -2.072366 0.089 0.419 0.560 -0.2855
C -2.444906 0.835308 -1.446225 -6.065 -0.298 0.241 0.1117
O -2.793366 1.706881 -2.333048 2.460 -1.866 1.610 -0.7328
O -3.445021 0.227392 -0.718364 5.162 1.756 -2.077 -0.8006
H -1.275185 -4.989710 -6.357463 0.749 0.534 1.290 0.3666
H -0.934420 -5.834157 -4.770425 -0.194 1.850 -0.687 -0.1515
H 0.171745 -4.431589 -5.226988 -1.505 -0.257 -0.446 0.2673
H -0.252180 -2.607123 -2.653916 -1.159 1.204 0.462 -0.0739
H -1.413543 -2.273933 -1.285965 0.386 1.223 -1.421 0.3899
H -0.141389 -0.641820 -4.392948 0.029 0.729 1.776 0.2447
H -0.453800 1.034440 -3.739827 0.635 -1.541 0.809 0.3401
H 2.048090 -0.015186 -2.418988 -0.402 0.337 -1.713 -0.1779
H 2.031505 -0.602991 -5.258220 0.155 -0.251 0.781 0.4078
H 3.320046 1.713462 -3.867208 -1.720 -0.182 -0.153 0.2774
H 1.758709 2.513203 -3.344106 0.428 -1.613 -0.608 0.1009
H 2.381170 1.383669 -6.051119 -0.669 0.386 0.446 0.2520
H 0.829105 1.912140 -5.572363 0.787 -0.145 0.012 0.2735
H -0.386258 2.873774 -2.165354 -0.236 -1.297 0.750 0.1611
H -1.565346 -0.989955 0.523196 0.763 1.278 -0.600 0.4323
H -1.141491 0.716119 1.061324 0.545 -1.274 -1.380 0.3493
H 0.994937 -0.168709 1.590167 -0.321 -0.649 -1.638 0.3552
H 1.413297 -0.263191 -0.203223 -1.275 -0.422 0.939 0.0656
H 0.042533 -2.848718 0.219521 0.817 1.047 0.592 0.0486
H 0.794546 -2.535239 1.859925 -0.013 0.548 -1.741 0.3595
H 3.103358 -2.287679 0.810321 -1.252 -0.709 -0.981 0.3032
H 2.424911 -2.430167 -0.904164 -0.350 -0.522 1.342 0.1375
H 3.304270 -4.559465 0.443220 -0.783 0.322 0.096 0.3534
H 0.914998 -6.659057 -1.290755 0.661 0.321 0.773 0.2784
H 2.182828 -4.929114 -2.704887 -0.489 0.378 0.628 0.2042
H 0.544552 -4.810916 -2.419218 0.962 0.076 0.580 0.1144
C 7.515535 -4.873440 0.334202 0.084 -0.151 -0.045 -1.0504
C 6.797831 -3.711440 -0.324039 0.056 -0.050 0.371 -0.2676
O 5.560667 -3.462531 0.331781 -0.149 0.004 -0.009 -0.4311
H 6.897583 -5.774446 0.300552 0.041 0.081 -0.081 0.2729
H 8.465985 -5.078616 -0.164536 -0.011 -0.015 0.076 0.3391
H 7.711051 -4.659854 1.389214 0.088 0.045 -0.069 0.3368
H 6.585321 -3.937337 -1.370891 -0.155 0.099 0.119 0.2895
H 7.406640 -2.802690 -0.283364 0.114 -0.051 -0.150 0.2475
H 5.758304 -3.254746 1.254639 -0.106 -0.013 -0.193 0.2441
C 1.061940 5.956979 -3.653309 -0.145 0.058 0.038 -0.8006
C 2.542192 6.160234 -3.396257 -0.163 -0.306 -0.295 -0.2943
O 3.218300 4.909964 -3.407042 0.218 -0.005 0.026 -0.5054
H 0.627500 5.300952 -2.894491 0.057 0.110 0.003 0.0833
H 0.528685 6.910859 -3.642026 -0.038 -0.062 -0.027 0.3711
H 0.900223 5.475142 -4.622010 0.020 0.098 0.001 0.3094
H 2.700607 6.621456 -2.419053 0.117 -0.154 -0.047 0.2853
H 2.986426 6.807520 -4.159903 -0.074 0.198 0.056 0.2645
H 3.080723 4.511232 -4.278018 -0.037 -0.042 0.208 0.2865
C -1.159618 3.872163 3.563441 -0.169 0.025 0.080 -1.1037
C 0.228970 3.270677 3.645396 -0.255 0.169 -0.524 -0.1155
O 0.486885 2.482511 2.489613 0.205 -0.102 -0.010 -0.3606
H -1.913957 3.085802 3.480833 0.095 0.039 0.119 0.2306
H -1.375706 4.477179 4.447841 -0.040 0.006 -0.041 0.3861
H -1.256622 4.501783 2.673677 0.075 0.059 0.070 0.3353
H 0.314935 2.626250 4.521628 0.009 -0.033 -0.197 0.2493
H 0.991205 4.052363 3.715964 -0.076 0.044 0.205 0.2226
H 0.416758 3.063789 1.718782 -0.051 -0.320 0.018 0.1570
C -6.359173 3.201691 4.195466 -0.227 0.104 -0.007 -0.8895
C -4.881835 3.405232 4.465904 -0.130 -0.273 -0.312 -0.1612
O -4.208059 2.152857 4.459525 0.136 -0.081 0.100 -0.5397
H -6.800670 2.545448 4.950427 0.076 0.092 0.020 0.2683
H -6.891905 4.155863 4.202018 0.005 -0.042 -0.005 0.1063
H -6.512109 2.719743 3.225437 0.043 0.105 -0.006 0.3792
H -4.732332 3.866730 5.444404 0.101 -0.148 -0.049 0.2737
H -4.429887 4.051651 3.706584 -0.091 0.174 0.058 0.2335
H -4.338620 1.756037 3.586924 0.088 0.047 0.167 0.3077
C 4.020324 3.137280 7.286370 0.140 0.035 0.139 -1.0383
C 2.512864 3.243071 7.162284 0.239 -0.176 -0.347 -0.2953
O 2.154178 3.637672 5.844439 0.076 0.125 0.242 -0.4474
H 4.492437 4.094828 7.051678 -0.090 -0.036 0.073 0.2586
H 4.309343 2.839770 8.297536 0.051 -0.021 -0.059 0.3413
H 4.416185 2.404136 6.577587 -0.045 -0.051 0.103 0.3425
H 2.124053 3.991341 7.856160 -0.070 -0.003 -0.186 0.2798
H 2.034342 2.283860 7.384837 0.025 0.006 0.207 0.2763
H 2.493113 2.966959 5.236256 -0.140 0.161 0.056 0.2790
C -9.347434 7.047069 5.236218 -0.150 -0.025 -0.098 -0.9938
C -8.561441 6.296255 6.293011 0.109 0.359 -0.148 -0.2529
O -7.174496 6.314296 5.979649 0.150 -0.096 0.055 -0.4752
H -9.190482 6.599422 4.251571 -0.036 -0.041 0.116 0.2665
H -10.416434 7.035612 5.462678 0.034 0.058 -0.043 0.3207
H -9.012982 8.086731 5.171086 -0.082 -0.011 0.088 0.3132
H -8.883189 5.253870 6.339768 0.211 0.041 -0.004 0.2760
H -8.705074 6.746779 7.280525 -0.192 -0.076 0.038 0.2983
H -6.894323 7.238293 5.948551 -0.025 -0.224 -0.015 0.2702
C 1.055197 -9.732203 -4.744619 0.100 -0.083 -0.095 -1.0961
C 0.851951 -9.159129 -3.355924 -0.217 -0.002 -0.267 -0.2546
O 0.663889 -7.750658 -3.428130 0.058 0.219 0.078 -0.3688
H 1.922580 -9.272867 -5.225848 -0.017 -0.060 0.105 0.2697
H 1.206527 -10.813524 -4.702541 -0.035 0.040 -0.057 0.3448
H 0.189588 -9.522817 -5.380118 -0.020 -0.105 0.065 0.3440
H 1.726716 -9.351177 -2.731485 -0.099 0.208 0.016 0.2997
H -0.022234 -9.606483 -2.872822 0.097 -0.154 0.045 0.3032
H -0.116253 -7.588522 -3.974161 0.135 -0.047 0.155 0.1302



116
Properties=species:S:1:pos:R:3:forces:R:3:mulliken_charge:R:1 method="wB97M-V/def2-TZVPD" smiles="CC[C@H](C)B(CCC(C)C)CB(O)O.CCOP(=O)(OCC)OCC.CCOP(=O)(OCC)OCC.CCOP(=O)(OCC)OCC" total_charge=0
C 8.705229 -3.415526 2.577679 0.071 0.110 0.829 -0.9956
C 7.409002 -2.925734 3.459194 -0.003 -0.528 -0.859 -0.4495
C 6.100756 -2.886656 2.437716 -0.258 1.129 0.345 0.8399
C 6.021555 -1.346288 1.855849 -0.327 -0.147 -1.039 -1.2607
B 4.696030 -3.389543 3.178439 0.025 0.195 0.184 -0.3266
C 4.611554 -4.792925 4.064178 -0.769 0.221 0.809 -0.3495
C 4.143767 -6.102977 3.195898 0.143 -0.885 0.483 -0.4995
C 5.326300 -6.805841 2.303328 0.099 -0.614 -0.312 0.3413
C 6.796398 -6.874846 3.026676 0.651 -0.525 -0.769 -1.1327
C 5.498321 -6.177176 0.783957 0.408 -0.739 -0.534 -0.8000
C 3.285233 -2.499223 3.110630 -0.544 0.417 0.877 -0.5383
B 2.254405 -3.026101 1.908316 -0.389 -0.310 -0.332 0.7897
O 1.144065 -3.958496 2.223808 3.264 0.723 0.503 -0.5434
O 2.463421 -2.556090 0.494212 0.636 -2.700 2.658 -0.6499
H 9.428667 -4.042604 3.290716 -1.301 1.580 -1.728 0.2641
H 9.221351 -2.444943 2.158202 -0.760 -2.221 0.667 0.3246
H 8.364785 -4.129257 1.705810 0.726 1.535 1.711 0.2199
H 7.562482 -1.834355 3.891774 -0.225 -2.387 -0.859 0.3770
H 7.276818 -3.669082 4.353202 0.055 1.436 -1.692 0.2458
H 6.245265 -3.588319 1.509427 -0.026 1.137 1.811 -0.2892
H 6.223058 -0.569674 2.710904 -0.313 -1.467 -1.737 0.3008
H 4.965296 -1.087324 1.363532 2.261 -0.679 1.125 0.2264
H 6.805745 -1.234838 0.965409 -1.492 0.000 2.125 0.2985
H 3.746280 -4.601935 4.864360 1.775 -0.517 -1.584 0.2178
H 5.583516 -4.993127 4.714274 -1.970 0.120 -1.588 0.2556
H 3.209566 -5.897670 2.492480 1.971 -0.213 1.433 0.0797
H 3.773114 -6.911327 3.989289 0.809 1.653 -1.734 0.3252
H 4.986063 -7.938047 2.139763 0.680 2.459 0.422 0.4009
H 7.346852 -5.820688 3.106080 -1.471 -2.231 0.043 0.1476
H 7.492676 -7.519005 2.302335 -1.479 1.343 1.519 0.3560
H 6.795430 -7.461954 4.054636 -0.156 1.478 -2.034 0.2732
H 6.513868 -5.570775 0.641826 -2.349 -1.123 0.463 0.1561
H 5.575732 -7.075581 0.001907 -0.193 1.934 1.726 0.3341
H 4.567509 -5.548049 0.452026 1.807 -1.013 0.716 0.0814
H 3.483418 -1.334975 3.014137 -0.335 -2.416 -0.121 0.1938
H 2.732408 -2.635719 4.158184 1.066 0.168 -2.150 0.1013
H 1.333670 -4.435151 3.096569 -0.411 1.265 -1.699 0.3113
H 3.122771 -3.219940 0.120441 -1.189 1.319 0.411 0.2659
O 1.018653 1.256648 -0.794288 1.879 0.620 4.314 -0.7459
P -0.090923 1.415041 0.274028 -6.166 -1.078 -7.138 1.1583
O -0.863820 0.004086 -0.123279 0.540 -0.209 0.722 -0.3676
C -0.303222 -1.200186 0.371702 0.188 -0.543 0.026 -0.3791
C -0.470154 -1.316917 1.875321 -0.168 -0.100 0.132 -0.7145
O -0.977762 2.435856 -0.699420 0.469 0.682 1.201 -0.3620
C -0.383957 3.193556 -1.743109 0.059 0.128 -0.477 -0.3885
C -0.520992 2.460193 -3.066223 -0.095 -0.196 -0.121 -0.8890
O -1.330631 1.592010 1.467637 3.151 0.095 0.860 -0.3176
C -2.459493 2.440258 1.330950 -0.492 1.040 0.194 -0.2706
C -3.551360 1.809076 0.480220 0.133 -0.390 -0.225 -0.8011
H 0.754249 -1.262638 0.091488 -0.275 0.011 -0.039 0.4093
H -0.825734 -2.028075 -0.118249 0.014 0.198 -0.048 0.2508
H 0.112165 -0.549071 2.392665 0.064 0.083 0.077 0.2149
H -0.134893 -2.295942 2.229109 -0.237 0.320 -0.100 0.5285
H -1.517440 -1.175890 2.162291 0.227 0.003 -0.102 0.0205
H 0.655998 3.445663 -1.516082 -0.127 -0.223 -0.070 0.3485
H -0.926110 4.142879 -1.804873 -0.099 -0.085 0.147 0.3401
H -0.119408 1.444118 -3.014463 0.125 0.196 0.096 0.2898
H -0.006152 3.000975 -3.865685 -0.049 -0.024 0.055 0.1539
H -1.577982 2.361035 -3.337243 0.120 0.117 0.036 0.2869
H -2.169724 3.432588 0.970397 -0.090 -0.270 -0.082 0.2885
H -2.859989 2.595448 2.338753 0.241 -0.166 0.078 0.4023
H -3.203978 1.545035 -0.521100 0.051 0.174 0.148 0.2622
H -4.401596 2.491011 0.379295 0.124 0.000 0.133 0.3937
H -3.900066 0.880302 0.941744 -0.018 0.124 0.054 0.0104
O -6.151672 -2.343425 5.267341 -2.472 1.415 3.806 -0.7128
P -7.403115 -1.534416 4.846703 2.811 -1.351 -8.956 1.0489
O -8.009234 -2.723530 3.864541 -0.548 -0.376 0.890 -0.3163
C -8.687937 -3.796959 4.494350 -0.249 -0.449 -0.027 -0.3224
C -10.013931 -3.350973 5.081886 -0.181 0.021 -0.045 -1.0077
O -6.554695 -0.696256 3.683167 -0.563 0.830 1.114 -0.3804
C -5.146058 -0.529258 3.745261 0.525 -0.080 -0.178 -0.4029
C -4.454877 -1.595584 2.913124 -0.021 -0.172 -0.139 -0.7739
O -8.801331 -0.630524 4.376732 0.685 -0.628 3.211 -0.3559
C -8.798902 0.400326 3.402115 0.077 1.208 -0.289 -0.1123
C -8.840569 -0.150570 1.984693 0.068 -0.482 -0.024 -1.0237
H -8.049589 -4.240586 5.266602 -0.002 -0.019 -0.052 0.2918
H -8.866212 -4.561755 3.731607 0.147 0.173 0.000 0.2917
H -9.858412 -2.647622 5.904953 -0.038 -0.010 0.059 0.2940
H -10.576832 -4.206525 5.465590 0.082 0.067 0.003 0.3992
H -10.619868 -2.837171 4.328298 0.117 -0.121 0.106 0.2195
H -4.787563 -0.514581 4.778640 -0.097 -0.182 -0.171 0.3960
H -4.916315 0.454978 3.324009 -0.198 0.008 -0.027 0.2781
H -4.763644 -2.604275 3.202193 0.056 0.168 0.170 0.4271
H -3.367832 -1.519965 3.009348 -0.168 0.006 0.005 -0.0029
H -4.719771 -1.482619 1.855966 0.079 0.081 0.121 0.2622
H -7.964707 1.092202 3.557387 -0.088 -0.253 -0.137 0.2272
H -9.707992 0.989442 3.565349 -0.017 -0.205 0.237 0.3599
H -8.005327 -0.820762 1.769646 -0.016 0.201 0.126 0.2252
H -8.821959 0.665281 1.255197 -0.052 0.001 0.183 0.3717
H -9.753150 -0.734988 1.833464 0.015 0.158 0.024 0.2947
O 2.539414 7.945931 -7.748435 -0.302 2.462 4.054 -0.7273
P 1.374601 7.428191 -6.869401 -1.713 -6.253 -6.907 1.0624
O 1.908442 5.859578 -6.847395 0.553 0.281 0.906 -0.3043
C 2.964343 5.549827 -5.953709 0.342 -0.348 0.209 -0.3546
C 2.507226 5.608134 -4.508024 -0.063 -0.102 0.136 -0.9793
O 0.353485 7.296984 -8.179460 -0.422 0.985 1.026 -0.3987
C 0.541513 8.054109 -9.365802 0.095 0.067 -0.525 -0.3871
C 1.313055 7.240014 -10.390109 0.099 -0.219 -0.068 -1.0996
O 0.073177 6.849729 -5.887273 1.986 2.492 1.010 -0.3052
C -1.231754 6.571020 -6.368951 -1.175 0.360 -0.204 -0.1627
C -1.314248 5.212205 -7.048012 0.435 -0.207 -0.072 -0.8449
H 3.807880 6.228427 -6.122863 -0.006 -0.049 -0.024 0.2933
H 3.302428 4.535362 -6.188297 -0.123 0.145 -0.122 0.3120
H 2.242802 6.630759 -4.224041 0.020 0.029 0.061 0.2750
H 3.296904 5.260487 -3.836007 -0.047 0.062 -0.068 0.4294
H 1.615810 4.990393 -4.356958 0.171 0.073 -0.045 0.1929
H 1.018865 9.016165 -9.157982 0.076 -0.262 -0.002 0.3613
H -0.451471 8.281669 -9.767246 -0.043 -0.110 0.171 0.3420
H 2.257734 6.864203 -9.986743 -0.073 0.237 0.035 0.2899
H 1.524784 7.837173 -11.281858 -0.038 -0.050 0.079 0.3817
H 0.733331 6.359871 -10.689741 -0.003 0.176 0.010 0.2802
H -1.601238 7.380370 -7.007008 0.151 -0.259 0.008 0.2614
H -1.892723 6.555849 -5.495430 0.271 0.079 0.134 0.3564
H -0.618058 5.117447 -7.884297 -0.130 0.181 0.081 0.2146
H -2.326674 5.031291 -7.422694 0.059 0.116 0.140 0.3852
H -1.056195 4.419628 -6.339175 -0.130 0.091 0.004 0.1341



no.,electronic energy (Eh),gap between HOMO and LUMO (hartree)
1,-2757.560692,0.2308
2,-3235.122139,0.2746